Formula: C5H5N3O
Source: OMol25
Level of theory: ωB97M-V/def2-TZVPD

Geometry (Å):
O  2.44  -1.16  -0.34
C  2.47  -0.14  0.33
N  1.77  1.00  0.01
C  0.54  1.27  -0.17
N  -0.57  0.48  0.02
C  -1.89  0.91  -0.01
C  -2.64  -0.22  0.07
N  -1.84  -1.31  0.02
C  -0.63  -0.88  0.04
H  3.10  -0.07  1.27
H  0.24  2.30  -0.44
H  -2.09  2.00  -0.07
H  -3.71  -0.27  0.06
H  0.28  -1.50  -0.03

- Calculated total energy: -433.0073 hartree
- ΔE to the lowest compared entry with this formula, charge and spin: 0.9928 eV
- Molar mass: 123.1 g mol⁻¹
- E_HOMO: -9.587 eV
- Kohn-Sham gap: 9.57 eV



Formula: C5H5N3Si
Source: OMol25
Level of theory: ωB97M-V/def2-TZVPD

Geometry (Å):
C  -2.28  1.26  -1.11
C  -1.46  1.94  1.42
C  -0.19  -3.97  -0.30
C  2.03  0.15  0.16
C  0.65  0.08  -0.48
N  -3.14  1.69  -1.73
N  -2.00  2.73  2.04
N  -0.09  -2.90  0.16
Si  -0.89  0.83  0.08
H  1.98  0.59  1.13
H  2.35  -0.99  0.07
H  2.57  0.83  -0.57
H  -0.17  -2.03  0.62
H  0.64  -0.23  -1.48

- Calculated total energy: -647.1383 hartree
- ΔE to the lowest compared entry with this formula, charge and spin: 2.1379 eV
- Molar mass: 135.2 g mol⁻¹
- E_HOMO (spin up / spin down): -9.596 / -9.596 eV
- Kohn-Sham gap (spin up / spin down): 7.90 / 7.90 eV



Please write out number 1 again, unchanged.
Formula: C5H5N3O
Source: OMol25
Level of theory: ωB97M-V/def2-TZVPD

Geometry (Å):
O  2.44  -1.16  -0.34
C  2.47  -0.14  0.33
N  1.77  1.00  0.01
C  0.54  1.27  -0.17
N  -0.57  0.48  0.02
C  -1.89  0.91  -0.01
C  -2.64  -0.22  0.07
N  -1.84  -1.31  0.02
C  -0.63  -0.88  0.04
H  3.10  -0.07  1.27
H  0.24  2.30  -0.44
H  -2.09  2.00  -0.07
H  -3.71  -0.27  0.06
H  0.28  -1.50  -0.03

- Calculated total energy: -433.0073 hartree
- ΔE to the lowest compared entry with this formula, charge and spin: 0.9928 eV
- Molar mass: 123.1 g mol⁻¹
- E_HOMO: -9.587 eV
- Kohn-Sham gap: 9.57 eV



Look up the ΔE to the lowest compared entry with this formula, charge and spin of the first one.
0.9928 eV